{"formula": "C44H56BBrClN2O5PS2Ta", "method": "ωB97M-V/def2-TZVPD", "lumo_energy_ev": [0.40, 0.40], "energy_ev": -175514.1259, "orbital_gap_ev": [7.15, 7.60], "homo_energy_ev": [-6.8, -7.2], "multiplicity": 2, "symbols": ["Ta", "N", "C", "C", "C", "C", "C", "C", "C", "C", "N", "C", "H", "H", "H", "H", "H", "H", "H", "H", "C", "C", "C", "C", "C", "C", "C", "Br", "C", "O", "C", "C", "C", "C", "C", "C", "H", "H", "H", "H", "H", "H", "H", "H", "H", "H", "H", "H", "H", "H", "H", "H", "H", "H", "H", "H", "C", "C", "O", "P", "S", "S", "O", "C", "C", "H", "H", "H", "H", "H", "H", "H", "H", "H", "H", "C", "C", "C", "C", "C", "C", "C", "C", "O", "B", "O", "C", "C", "H", "H", "H", "H", "H", "H", "H", "H", "H", "H", "H", "H", "Cl", "C", "C", "C", "C", "C", "C", "C", "H", "H", "H", "H", "H", "H"], "positions_angstrom": [[0.13, -0.74, 1.18], [2.02, -1.30, -1.15], [2.46, -2.59, -0.65], [3.25, -3.31, -1.55], [3.75, -4.55, -1.24], [3.46, -5.06, 0.01], [2.68, -4.35, 0.91], [2.49, -4.92, 2.25], [1.91, -4.22, 3.20], [1.32, -2.86, 2.96], [1.27, -2.41, 1.53], [2.13, -3.08, 0.61], [2.62, -1.03, -1.92], [1.08, -1.38, -1.54], [3.47, -2.86, -2.52], [4.36, -5.09, -1.95], [3.84, -6.02, 0.32], [2.90, -5.90, 2.44], [1.84, -4.59, 4.21], [1.93, -2.14, 3.53], [-7.47, -1.89, -0.80], [-6.72, -0.66, -1.33], [-7.17, 0.59, -0.56], [-7.07, -0.48, -2.80], [-5.22, -0.86, -1.11], [-4.72, -1.05, 0.17], [-3.37, -1.19, 0.36], [-2.77, -1.35, 2.16], [-2.40, -1.15, -0.67], [-1.09, -1.22, -0.34], [-2.90, -0.99, -1.97], [-4.29, -0.84, -2.14], [-2.10, -0.96, -3.29], [-0.60, -1.15, -3.11], [-2.60, -2.08, -4.21], [-2.30, 0.40, -3.98], [-8.55, -1.76, -0.94], [-7.30, -2.04, 0.27], [-7.16, -2.79, -1.32], [-8.25, 0.74, -0.69], [-6.65, 1.48, -0.93], [-6.97, 0.50, 0.51], [-8.14, -0.34, -2.91], [-6.78, -1.35, -3.40], [-6.58, 0.40, -3.23], [-5.37, -1.08, 1.03], [-4.65, -0.70, -3.15], [-0.38, -2.09, -2.60], [-0.18, -0.30, -2.58], [-0.13, -1.20, -4.10], [-2.43, -3.06, -3.75], [-2.07, -2.05, -5.16], [-3.67, -2.00, -4.41], [-1.99, 1.21, -3.32], [-3.34, 0.57, -4.27], [-1.69, 0.44, -4.89], [-1.91, 3.32, 0.29], [-2.01, 1.86, 0.67], [-0.78, 1.38, 1.30], [-0.39, 1.85, 2.86], [-1.92, 1.93, 4.01], [1.07, 0.45, 3.14], [0.28, 3.27, 2.75], [1.59, 3.58, 2.20], [1.49, 4.09, 0.79], [-2.85, 3.61, -0.19], [-1.09, 3.49, -0.41], [-1.77, 3.95, 1.17], [-2.13, 1.24, -0.21], [-2.83, 1.68, 1.36], [2.22, 2.69, 2.28], [1.98, 4.34, 2.87], [1.06, 3.34, 0.13], [2.49, 4.32, 0.43], [0.88, 4.99, 0.76], [3.89, 5.10, -3.54], [4.98, 4.62, -2.58], [5.36, 5.79, -1.67], [6.21, 4.20, -3.41], [4.52, 3.43, -1.74], [5.36, 2.91, -0.76], [5.00, 1.82, 0.05], [3.76, 1.25, -0.16], [3.19, 0.21, 0.50], [1.88, 0.02, -0.12], [1.71, 1.12, -1.09], [2.91, 1.77, -1.12], [3.26, 2.83, -1.92], [4.26, 5.96, -4.10], [2.99, 5.40, -3.00], [3.62, 4.33, -4.26], [5.68, 6.65, -2.27], [6.17, 5.53, -0.99], [4.50, 6.10, -1.06], [6.56, 5.04, -4.02], [5.95, 3.38, -4.08], [7.03, 3.88, -2.77], [6.33, 3.36, -0.60], [5.67, 1.43, 0.80], [2.55, 3.20, -2.65], [-0.97, -5.67, 4.56], [-0.47, -4.36, 5.60], [-0.47, -4.60, 6.97], [-0.09, -3.58, 7.83], [0.28, -2.35, 7.33], [0.27, -2.13, 5.96], [-0.10, -3.13, 5.06], [-0.09, -2.84, 3.59], [-0.77, -5.56, 7.34], [-0.09, -3.77, 8.90], [0.57, -1.55, 8.00], [0.55, -1.16, 5.56], [-0.49, -1.83, 3.48], [-0.73, -3.52, 3.04]]}


{"formula": "C24H30Br4N2O2Se2Si2TaTe", "method": "ωB97M-V/def2-TZVPD", "lumo_energy_ev": -10.66, "energy_ev": -467890.4414, "orbital_gap_ev": 5.18, "homo_energy_ev": -15.8, "charge": 3, "symbols": ["Ta", "Se", "Se", "C", "C", "C", "C", "C", "N", "C", "C", "C", "C", "C", "N", "H", "H", "H", "H", "H", "H", "H", "H", "Br", "C", "C", "Br", "C", "Br", "C", "O", "C", "O", "C", "Br", "C", "Si", "C", "C", "C", "Te", "C", "Si", "C", "C", "C", "H", "H", "H", "H", "H", "H", "H", "H", "H", "H", "H", "H", "H", "H", "H", "H", "H", "H", "H", "H", "H", "H"], "positions_angstrom": [[-0.14, 0.26, 0.53], [0.79, 1.55, -1.73], [2.33, 2.06, 0.01], [2.95, 0.26, 0.07], [4.26, -0.09, -0.16], [4.61, -1.44, -0.04], [3.62, -2.35, 0.26], [2.31, -1.92, 0.45], [1.97, -0.62, 0.38], [-0.47, 2.82, -1.00], [-0.86, 3.98, -1.61], [-1.79, 4.77, -0.91], [-2.24, 4.35, 0.33], [-1.78, 3.15, 0.86], [-0.90, 2.40, 0.20], [4.99, 0.66, -0.42], [5.63, -1.75, -0.21], [3.84, -3.41, 0.35], [1.53, -2.63, 0.67], [-0.48, 4.27, -2.58], [-2.14, 5.70, -1.34], [-2.96, 4.94, 0.88], [-2.15, 2.78, 1.80], [-3.69, -5.64, -0.24], [-3.20, -3.84, -0.19], [-4.13, -2.84, -0.55], [-5.85, -3.30, -1.08], [-3.78, -1.48, -0.52], [-4.94, -0.08, -0.94], [-2.49, -1.18, -0.13], [-1.95, 0.07, 0.03], [-1.58, -2.16, 0.22], [-0.38, -1.61, 0.60], [-1.90, -3.50, 0.21], [-0.61, -4.75, 0.74], [3.98, -1.02, 5.65], [3.06, 0.41, 4.90], [4.03, 1.29, 3.56], [2.39, 1.61, 6.16], [1.56, -0.37, 3.96], [0.32, 1.16, 3.13], [-1.38, 1.03, 4.43], [-2.43, -0.57, 4.71], [-3.13, -1.07, 3.06], [-1.37, -1.94, 5.39], [-3.72, 0.01, 5.92], [4.90, -0.67, 6.13], [4.27, -1.77, 4.91], [3.38, -1.51, 6.42], [4.98, 1.66, 3.94], [3.49, 2.16, 3.18], [4.26, 0.62, 2.73], [3.21, 2.16, 6.61], [1.87, 1.09, 6.97], [1.71, 2.36, 5.74], [0.88, -0.96, 4.58], [1.89, -0.99, 3.13], [-2.01, 1.85, 4.11], [-0.91, 1.35, 5.36], [-2.34, -1.45, 2.42], [-3.65, -0.26, 2.54], [-3.84, -1.88, 3.18], [-0.67, -2.34, 4.65], [-2.02, -2.78, 5.67], [-0.82, -1.66, 6.29], [-4.32, 0.82, 5.52], [-3.27, 0.35, 6.86], [-4.40, -0.81, 6.17]]}